# C37H43ClFeN7O3SeSi

A molecular structure, C37H43ClFeN7O3SeSi (wB97M-V/def2-TZVPD, the Open Molecules 2025 dataset).

```
94
Properties=species:S:1:pos:R:3:forces:R:3
Fe -2.31874 -2.41240 1.40341 0.006 -0.182 0.194
O -2.16883 -5.84214 -0.72967 0.009 -0.037 -0.032
C -2.01393 -4.82841 -0.04989 -0.054 0.033 0.053
N -2.89487 -3.89848 0.32808 0.029 0.063 -0.083
C -4.26047 -3.88121 0.00411 -0.064 0.046 0.010
C -4.91760 -4.75289 -0.85850 0.040 0.022 0.042
C -6.28102 -4.59475 -1.08739 -0.027 -0.003 -0.010
C -6.98884 -3.58243 -0.46082 -0.023 -0.019 -0.024
C -6.35019 -2.70419 0.40886 0.055 0.000 0.027
C -4.98667 -2.84344 0.64644 0.011 -0.064 -0.052
N -4.19951 -2.04116 1.48531 0.029 0.095 -0.001
C -4.64719 -1.07625 2.29300 0.047 -0.077 -0.044
O -5.79144 -0.67032 2.49078 -0.018 0.020 0.020
C -3.48821 -0.44236 3.04581 -0.011 0.006 0.006
C -3.71616 0.60431 3.91923 0.009 0.004 -0.015
C -2.63867 1.18678 4.56900 0.004 -0.009 -0.011
C -1.36743 0.69880 4.32100 -0.008 0.000 -0.009
C -1.22292 -0.36327 3.44331 0.021 0.035 0.002
N -2.25363 -0.92960 2.81437 -0.022 0.007 -0.023
C -0.63362 -4.49366 0.48812 0.017 -0.020 -0.054
C 0.45781 -5.27295 0.15181 0.004 0.013 -0.011
C 1.71297 -4.90693 0.61352 -0.026 -0.002 0.010
C 1.83203 -3.77434 1.40086 0.021 -0.002 -0.007
C 0.68737 -3.05741 1.70686 0.023 0.015 -0.001
N -0.52180 -3.40253 1.26518 -0.034 0.104 0.043
H -4.35544 -5.54268 -1.33203 0.000 -0.003 -0.006
H -6.78772 -5.27428 -1.76225 -0.001 0.002 0.002
H -8.05044 -3.46798 -0.64495 0.003 -0.003 -0.001
H -6.89065 -1.91625 0.90982 -0.003 0.005 0.002
H -4.73649 0.93624 4.04942 0.000 0.001 0.003
H -2.78826 2.01651 5.24831 0.001 -0.001 0.000
H -0.48226 1.12691 4.77039 -0.003 0.010 0.008
H -0.23001 -0.73141 3.22166 -0.012 -0.008 0.020
H 0.28652 -6.13429 -0.47833 0.001 -0.001 0.002
H 2.58674 -5.49101 0.35314 0.001 0.001 -0.004
H 2.78451 -3.41687 1.76659 0.000 0.006 0.000
H 0.76496 -2.15896 2.30376 0.007 -0.034 0.004
C 1.76392 -1.62806 -1.88138 -0.023 0.025 -0.013
C 2.46336 -0.41463 -2.51330 -0.030 -0.020 0.002
C 3.01854 -0.86637 -3.87172 0.006 0.013 0.018
C 3.63959 -0.03166 -1.61013 0.055 0.006 0.011
C 1.47693 0.79253 -2.72495 -0.014 -0.014 -0.037
O 0.61576 0.52476 -3.82855 0.054 0.055 0.002
C 2.27923 2.05977 -3.09332 -0.027 -0.012 -0.059
C 1.46462 3.21210 -3.69793 0.029 -0.009 -0.031
C 0.81333 4.16693 -2.72685 -0.050 -0.003 -0.008
C 1.54133 4.78362 -1.71228 0.017 0.001 0.009
C 0.94398 5.67756 -0.83767 0.002 -0.010 0.004
C -0.40436 5.96071 -0.97708 0.007 0.002 0.002
Cl -1.16367 7.08291 0.11802 -0.003 0.005 0.006
C -1.15702 5.36224 -1.97110 -0.002 -0.002 0.007
C -0.54040 4.47125 -2.83766 0.006 -0.010 0.003
C 0.64277 1.15787 -1.47886 0.026 0.004 -0.005
N -0.42658 0.22552 -1.13881 0.014 -0.007 0.125
C -0.66792 -0.28995 0.06058 0.084 -0.080 -0.013
N -1.67756 -1.14223 -0.02378 -0.113 0.062 -0.032
C -2.04316 -1.09103 -1.32628 0.043 -0.034 0.005
N -1.31131 -0.26268 -2.03729 -0.017 -0.037 -0.032
H 2.43552 -2.48838 -1.93026 -0.012 0.001 -0.015
H 0.84654 -1.89631 -2.40954 -0.020 -0.006 -0.006
H 1.54237 -1.46966 -0.82563 -0.001 0.046 0.024
H 3.64406 -1.74873 -3.72057 0.011 0.007 0.013
H 3.64606 -0.10567 -4.33969 -0.030 0.010 -0.017
H 2.21679 -1.12278 -4.56121 -0.004 -0.015 -0.012
H 4.25221 -0.91955 -1.43373 -0.003 0.002 0.009
H 3.31997 0.32296 -0.62746 -0.016 -0.008 -0.017
H 4.28232 0.71889 -2.07490 0.006 -0.016 0.007
H -0.19035 0.08659 -3.51041 0.003 0.014 0.017
H 3.02536 1.76435 -3.83076 0.011 0.023 0.017
H 2.82961 2.40074 -2.21387 -0.011 0.000 0.006
H 0.70545 2.79034 -4.35585 -0.005 0.005 -0.010
H 2.13462 3.79655 -4.33584 0.025 -0.002 0.022
H 2.59370 4.55798 -1.58488 0.000 0.004 -0.018
H 1.51779 6.14651 -0.05023 -0.003 -0.003 0.014
H -2.21173 5.58391 -2.05931 0.001 0.002 0.000
H -1.12951 3.98921 -3.60918 0.003 -0.001 0.000
H 0.18036 2.13115 -1.63229 0.017 -0.015 -0.032
H 1.27956 1.21235 -0.59059 -0.002 -0.003 -0.022
H -0.06414 -0.04999 0.92803 0.007 0.004 -0.018
H -2.84631 -1.68071 -1.73776 -0.010 0.019 0.002
C 2.52572 2.96179 3.95200 0.024 -0.005 -0.028
Si 3.41576 1.95137 2.62687 -0.050 0.014 0.014
C 3.66268 3.10426 1.14942 -0.003 -0.016 -0.020
C 5.13020 1.54814 3.30227 -0.021 0.014 -0.010
Se 2.28886 0.13668 2.04982 -0.004 -0.057 0.063
H 3.07933 3.86895 4.21321 0.005 0.003 0.002
H 2.39630 2.36625 4.85861 0.001 -0.007 0.001
H 1.53411 3.25408 3.59868 -0.003 0.000 -0.003
H 4.26168 3.98271 1.40915 -0.008 0.010 -0.003
H 2.69059 3.44315 0.78115 -0.006 0.011 -0.008
H 4.16325 2.57312 0.33485 0.006 0.011 0.007
H 5.67939 2.45665 3.56824 0.003 0.001 0.003
H 5.71234 0.99628 2.56138 -0.005 0.001 -0.007
H 5.04821 0.92099 4.19230 -0.003 -0.003 0.003
```
Forces are in eV/Å.

Summary:
LUMO energy (alpha / beta) ... 2.2793 / 2.3197 eV
HOMO-LUMO gap (alpha / beta) ... 0.2605 / 0.2645 hartree
Max |F| ... 0.27 eV/A
E_HOMO (alpha / beta) ... -4.810 / -4.878 eV
Net charge ... -1



# C4H8O3

C4H8O3 in the gas phase in a non-equilibrium geometry (wB97M-V/def2-TZVPD, the Open Molecules 2025 dataset).

```
15
Properties=species:S:1:pos:R:3:forces:R:3
C -0.93256 -1.62589 -0.29453 -1.092 0.025 -0.990
C -1.07371 -0.21746 0.16406 -0.506 0.506 -1.922
O -2.10503 0.31426 0.49836 -0.056 -0.514 0.784
C 0.11646 0.67948 -0.11879 2.010 -0.565 1.610
C 1.35524 0.35145 0.78084 -1.843 1.738 0.622
O 0.54119 0.44301 -1.41664 0.291 -0.019 -1.506
O -0.19576 1.97288 0.05470 -1.419 2.956 0.741
H -1.35111 -1.78007 -1.30789 -0.178 0.795 0.278
H 0.07983 -1.87446 -0.49914 0.888 -0.657 0.674
H -1.56071 -2.26408 0.29150 0.251 -0.698 0.719
H 2.03887 1.19896 0.51469 -0.129 -1.122 0.445
H 1.05406 0.41334 1.87269 0.654 -0.241 -1.232
H 1.59800 -0.61603 0.42978 1.209 -0.963 0.307
H 1.42197 0.84562 -1.60403 -1.059 -0.303 0.547
H -0.98676 2.15899 0.63441 0.981 -0.938 -1.078
```
Forces are in eV/Å.

Summary:
LUMO energy ... 0.7897 eV
Structure (SMILES) ... CC(=O)C(C)(O)O
HOMO-LUMO gap ... 0.3929 hartree
Max |F| ... 3.36 eV/A
E_HOMO ... -9.901 eV
Net charge ... 0



# C4H6N2O2

C4H6N2O2 in the gas phase in a non-equilibrium geometry (wB97M-V/def2-TZVPD, the Open Molecules 2025 dataset).

```
14
Properties=species:S:1:pos:R:3:forces:R:3
O -2.71753 0.20043 -0.47376 -0.326 1.072 0.205
N -1.91853 -0.66976 -0.46420 0.843 -2.283 -0.210
N -0.97309 -0.65132 0.52543 -1.893 1.881 -0.268
C 0.22761 -1.38460 0.35674 1.324 -0.514 -0.138
C 1.31250 -0.56492 -0.31856 -1.133 1.101 0.175
C 1.07315 0.74946 -0.50560 0.828 -0.602 0.610
C -0.11726 1.45115 0.16786 1.237 -0.412 0.229
O -0.81615 0.62749 1.09683 0.717 -1.112 0.500
H 0.52919 -1.71506 1.34175 0.266 -0.023 0.394
H 0.05917 -2.31999 -0.18942 -0.412 0.401 -0.129
H 2.19979 -1.10977 -0.61595 -0.002 0.286 -0.305
H 1.77369 1.36904 -1.09856 -0.520 -0.315 0.548
H -0.80421 1.68222 -0.59605 -0.894 0.992 -0.964
H 0.17168 2.33562 0.77347 -0.036 -0.473 -0.648
```
Forces are in eV/Å.

Summary:
LUMO energy ... 0.8864 eV
Structure (SMILES) ... O=NN1CC=CCO1
HOMO-LUMO gap ... 0.3730 hartree
Max |F| ... 2.68 eV/A
E_HOMO ... -9.263 eV
Net charge ... 0



# C3H5N3

2 unconnected molecules or ions with the total composition C3H5N3 in a non-equilibrium geometry (wB97M-V/def2-TZVPD, the Open Molecules 2025 dataset).

```
11
Properties=species:S:1:pos:R:3:forces:R:3
C 1.47574 -0.35927 0.24272 0.042 0.450 -1.186
C 0.55289 -1.17413 -0.23072 1.667 -1.714 1.362
N 0.14070 -2.30905 -0.43622 -0.726 0.272 0.538
H 1.55156 -0.06502 1.27327 -0.081 -0.256 0.247
H 2.20945 0.01150 -0.45600 -0.199 0.593 -0.079
H -0.84105 -2.54822 -0.43223 -0.295 0.316 -0.857
N -0.21189 2.36302 -1.31268 -0.458 -1.527 -0.364
C -0.76704 1.57339 -0.65938 0.729 2.844 -0.157
N -1.31153 1.13361 0.47393 -0.131 -0.980 0.890
H -2.19383 0.64774 0.44578 0.104 -0.089 -0.110
H -0.60500 0.72640 1.09153 -0.651 0.090 -0.284
```
Forces are in eV/Å.

Summary:
LUMO energy ... 0.3855 eV
Structure (SMILES) ... C=C=N.N#CN
HOMO-LUMO gap ... 0.3481 hartree
Max |F| ... 2.94 eV/A
E_HOMO ... -9.087 eV
Net charge ... 0



# C5H10O2

A molecular structure, C5H10O2 (wB97M-V/def2-TZVPD, the Open Molecules 2025 dataset).

```
17
Properties=species:S:1:pos:R:3:forces:R:3
C -1.60663 -0.45407 -0.42431 -0.117 -0.104 0.112
C -1.43835 0.23110 0.92442 -0.239 0.047 -0.048
O -0.08867 0.10573 1.33798 0.026 -0.030 0.052
C 0.70718 0.44220 0.22654 0.188 0.039 -0.190
C 2.16520 0.16437 0.52699 0.036 -0.018 0.020
C 0.23665 -0.40043 -0.96092 0.192 -0.135 0.349
O 0.29422 0.09600 -2.18637 0.042 0.023 -0.112
H -2.41175 0.01434 -1.01526 0.130 -0.037 -0.002
H -0.88554 -0.05196 -1.53619 -0.249 0.037 -0.034
H -1.79982 -1.52592 -0.37220 0.047 0.162 -0.009
H -1.70553 1.29610 0.84219 0.057 -0.136 0.010
H -2.05979 -0.22082 1.70165 0.082 0.061 -0.111
H 0.55904 1.49765 -0.05786 0.005 -0.123 0.066
H 2.77580 0.38456 -0.35408 -0.086 -0.019 0.116
H 2.50734 0.78466 1.35980 -0.055 -0.068 -0.129
H 2.30169 -0.88709 0.80061 -0.028 0.127 -0.039
H 0.44897 -1.47640 -0.81297 -0.032 0.173 -0.051
```
Forces are in eV/Å.

Summary:
LUMO energy ... 0.9644 eV
HOMO-LUMO gap ... 0.3743 hartree
Max |F| ... 0.42 eV/A
E_HOMO ... -9.220 eV
Net charge ... 0



# C2H5BO3

C2H5BO3 in the gas phase in a non-equilibrium geometry (wB97M-V/def2-TZVPD, the Open Molecules 2025 dataset).

```
11
Properties=species:S:1:pos:R:3:forces:R:3
B -0.79363 1.99641 0.13033 1.095 1.087 -1.361
C 0.94181 -0.54180 -0.13248 -1.588 -4.363 1.946
C -0.70964 -0.56500 -0.01782 1.102 -1.420 -0.461
O 1.29928 -0.02117 -1.19837 0.826 2.082 -2.845
O -1.04852 0.80001 0.17894 -1.175 1.992 0.846
O -0.64824 3.30162 -0.06786 1.424 -0.557 -0.213
H 1.33006 -0.07272 0.77765 -0.094 0.092 1.032
H 1.17343 -1.79348 0.00018 -0.449 2.203 -0.101
H -1.08543 -0.77282 -1.03591 0.213 -0.251 0.600
H -1.25420 -1.10681 0.77121 0.459 0.037 -0.260
H 0.23689 3.62679 -0.45210 -1.814 -0.901 0.816
```
Forces are in eV/Å.

Summary:
LUMO energy ... -0.7069 eV
HOMO-LUMO gap ... 0.2329 hartree
Max |F| ... 5.03 eV/A
E_HOMO ... -7.044 eV
Net charge ... 0



In the order shown, the computed E values come out to -175781.68805 -10419.44119 -11315.59687 -7659.31041 -9438.13567 -8971.32053 eV.